--- w ---
The following is a quantum chemistry calculation of the ion C7H10N with charge +1, from OMol25.

The spin multiplicity is 1. As for the charge: +1. The orbital gap (spin up / spin down) is 7.54 / 7.54 eV. The calculation puts the lowest unoccupied orbital energy (spin up / spin down) at -6.04 / -6.04 eV.

CARTESIAN COORDINATES (ANGSTROEM)
C 2.792 1.011 -0.271
C 2.068 0.047 -0.011
C 0.406 -1.975 0.091
C 1.280 -1.040 0.028
C -1.065 -1.805 0.171
C -1.403 -0.441 -0.383
C -0.329 1.949 0.022
N -0.586 0.613 0.392
H 3.448 1.780 -0.516
H 0.675 -2.977 0.094
H -1.563 -2.539 -0.395
H -1.166 -1.672 1.301
H -1.226 -0.343 -1.451
H -2.376 -0.264 -0.185
H -0.763 2.500 -0.877
H -0.462 2.646 0.858
H 0.767 2.026 -0.227
H -0.497 0.485 1.358



--- x ---
The following is a quantum chemistry calculation of the ion C7H10N with charge +1, from OMol25.

The spin multiplicity is 1. As for the charge: +1. The orbital gap is 9.33 eV. The calculation puts the lowest unoccupied orbital energy at -4.81 eV.

CARTESIAN COORDINATES (ANGSTROEM)
C -1.113 -1.348 0.841
C 0.014 -0.947 1.385
C -1.521 -0.733 -0.282
C 0.787 -0.029 0.509
C -2.571 -0.692 -1.015
C 2.140 0.444 0.990
C 0.457 1.434 -1.437
N 0.144 0.341 -0.486
H -1.866 -1.970 1.359
H 0.441 -1.280 2.349
H -2.714 -0.214 -2.020
H -3.260 -1.383 -0.756
H 2.000 0.888 1.890
H 2.548 1.134 0.307
H 2.815 -0.495 1.288
H 1.522 1.419 -1.445
H 0.083 2.345 -1.133
H 0.093 1.085 -2.345



What is the stability order? It is x, w, from most stable to least stable.